Density functional theory data (ωB97M-V with the def2-TZVPD basis set) for a cluster of 2 separate species, C3H11N4 in total in a non-equilibrium geometry.

Element x y z (Å)
N: -1.435 -0.377 1.013
N: 0.594 -0.110 -2.854
N: 1.361 -0.842 0.719
N: -1.332 1.641 2.195
C: 1.083 -0.114 -1.547
C: 1.062 -1.134 -0.664
C: -1.863 0.876 1.282
H: 0.774 -2.170 -0.834
H: -0.373 -0.604 0.921
H: 0.492 -0.988 -3.386
H: 1.636 0.809 -1.249
H: 1.840 -1.666 1.108
H: -2.061 -0.850 0.334
H: -1.702 2.573 2.254
H: -0.579 1.302 2.723
H: 1.178 0.479 -3.466
H: 2.037 -0.068 0.751
H: -2.713 1.243 0.700

Results
**Maximum force**: 4.16 eV Å⁻¹
**Gap between HOMO and LUMO (alpha / beta)**: 10.94 / 7.91 eV
**Molar mass**: 103.1 g/mol
**DFT total energy**: -339.26667 hartree
**<S²>**: 0.7612
**Multiplicity**: 2
**Relative energy (zero: lowest compared OMol25 entry of this formula, charge and spin)**: 0.0 kcal per mole
**Net charge**: +2

From a natural (NBO) analysis of the wavefunction, the atomic charges in e read: atom 1 (N): -0.776, atom 2 (N): -0.580, atom 3 (N): -0.748, atom 4 (N): -0.665, atom 5 (C): 0.051, atom 6 (C): 0.087, atom 7 (C): 0.406, atom 8 (H): 0.260, atom 9 (H): 0.430, atom 10 (H): 0.438, atom 11 (H): 0.245, atom 12 (H): 0.442, atom 13 (H): 0.429, atom 14 (H): 0.453, atom 15 (H): 0.429, atom 16 (H): 0.438, atom 17 (H): 0.419, atom 18 (H): 0.240

=====

Density functional theory data (ωB97M-V with the def2-TZVPD basis set) for the molecule C3H11N5 in a non-equilibrium geometry.

Element x y z (Å)
N: -1.330 0.287 0.218
N: 1.879 1.073 0.378
N: 0.395 0.655 -1.375
N: 2.025 -0.845 -0.815
N: 0.129 -0.639 0.553
C: -2.358 -0.699 -0.055
C: 1.082 0.071 -0.247
C: -0.633 0.155 1.482
H: 2.453 1.468 -0.363
H: 2.827 -0.816 -0.193
H: -1.158 -0.454 2.219
H: 1.266 1.830 0.655
H: -1.985 -1.704 -0.277
H: -3.036 -0.774 0.807
H: 1.617 -1.768 -0.692
H: -0.106 1.534 -1.272
H: 0.143 -0.103 -2.001
H: -0.245 1.092 1.879
H: -2.965 -0.362 -0.900

Results
**Structure (SMILES)**: CN1CN1C(N)(N)N
**Maximum force**: 3.50 eV Å⁻¹
**Gap between HOMO and LUMO**: 8.89 eV
**Molar mass**: 117.2 g/mol
**DFT total energy**: -394.55328 hartree
**Relative energy (zero: lowest compared OMol25 entry of this formula, charge and spin)**: 83.1 kcal per mole

From a natural (NBO) analysis of the wavefunction, the atomic charges in e read: atom 1 (N): -0.255, atom 2 (N): -0.847, atom 3 (N): -0.884, atom 4 (N): -0.821, atom 5 (N): -0.311, atom 6 (C): -0.455, atom 7 (C): 0.475, atom 8 (C): -0.095, atom 9 (H): 0.382, atom 10 (H): 0.369, atom 11 (H): 0.174, atom 12 (H): 0.347, atom 13 (H): 0.219, atom 14 (H): 0.184, atom 15 (H): 0.364, atom 16 (H): 0.389, atom 17 (H): 0.376, atom 18 (H): 0.180, atom 19 (H): 0.207

=====

Density functional theory data (ωB97M-V with the def2-TZVPD basis set) for a structure of composition C3H11N5O in a non-equilibrium geometry.

Element x y z (Å)
O: -1.935 -0.739 1.891
N: 1.298 -1.045 -0.890
N: 0.501 0.624 0.663
N: -1.166 -1.387 0.962
N: -2.389 0.090 -0.503
N: 0.335 0.871 -1.673
C: 0.430 0.021 -0.555
C: 1.804 0.976 1.182
C: -1.389 -0.869 -0.276
H: 1.871 2.071 1.263
H: 2.695 0.665 0.621
H: 1.425 -1.664 -0.099
H: 0.039 1.802 -1.404
H: -1.353 -1.623 -1.069
H: -1.613 -1.093 2.734
H: -2.190 0.597 -1.360
H: 1.179 0.912 -2.230
H: -2.402 0.762 0.257
H: 0.985 -1.549 -1.713
H: 1.875 0.577 2.198

Results
**Maximum force**: 2.18 eV Å⁻¹
**Gap between HOMO and LUMO (alpha / beta)**: 5.94 / 8.41 eV
**Molar mass**: 133.2 g/mol
**DFT total energy**: -469.73676 hartree
**Relative energy (zero: lowest compared OMol25 entry of this formula, charge and spin)**: 138.6 kcal per mole

From a natural (NBO) analysis of the wavefunction, the atomic charges in e read: atom 1 (O): -0.549, atom 2 (N): -0.865, atom 3 (N): -0.465, atom 4 (N): -0.138, atom 5 (N): -0.810, atom 6 (N): -0.878, atom 7 (C): 0.496, atom 8 (C): -0.455, atom 9 (C): 0.092, atom 10 (H): 0.201, atom 11 (H): 0.183, atom 12 (H): 0.386, atom 13 (H): 0.383, atom 14 (H): 0.201, atom 15 (H): 0.483, atom 16 (H): 0.378, atom 17 (H): 0.392, atom 18 (H): 0.386, atom 19 (H): 0.376, atom 20 (H): 0.203

=====

Density functional theory data (ωB97M-V with the def2-TZVPD basis set) for the molecule C3H11N5O2 in a non-equilibrium geometry.

Element x y z (Å)
O: -0.126 -1.911 -1.078
O: -1.930 -0.211 1.537
N: -0.312 0.925 0.281
N: -0.352 1.893 -0.745
N: 0.030 -1.305 0.226
N: 1.692 -0.034 -0.971
N: -2.199 -0.205 -0.715
C: -1.304 -0.100 0.337
C: 0.909 -0.175 0.193
C: 1.733 -0.070 1.461
H: 2.124 0.940 1.568
H: 2.284 0.786 -0.941
H: 1.119 -0.013 -1.806
H: -0.636 1.479 -1.634
H: 0.712 -2.293 -1.373
H: -1.033 2.605 -0.498
H: -3.138 -0.417 -0.404
H: -1.322 0.092 2.224
H: 2.551 -0.786 1.411
H: -1.916 -0.903 -1.398
H: 1.114 -0.296 2.326

Results
**Structure (SMILES)**: C[C@]1(N)N(N)[C@](N)(O)N1O
**Maximum force**: 3.06 eV Å⁻¹
**Gap between HOMO and LUMO**: 8.98 eV
**Molar mass**: 149.2 g/mol
**DFT total energy**: -545.05016 hartree
**Relative energy (zero: lowest compared OMol25 entry of this formula, charge and spin)**: 87.9 kcal per mole

From a natural (NBO) analysis of the wavefunction, the atomic charges in e read: atom 1 (O): -0.645, atom 2 (O): -0.682, atom 3 (N): -0.403, atom 4 (N): -0.658, atom 5 (N): -0.253, atom 6 (N): -0.846, atom 7 (N): -0.877, atom 8 (C): 0.699, atom 9 (C): 0.395, atom 10 (C): -0.617, atom 11 (H): 0.216, atom 12 (H): 0.385, atom 13 (H): 0.374, atom 14 (H): 0.334, atom 15 (H): 0.484, atom 16 (H): 0.363, atom 17 (H): 0.392, atom 18 (H): 0.492, atom 19 (H): 0.222, atom 20 (H): 0.411, atom 21 (H): 0.215

=====

Density functional theory data (ωB97M-V with the def2-TZVPD basis set) for a cluster of 2 separate species, C3H11N5OP in total in a non-equilibrium geometry.

Element x y z (Å)
P: 1.914 -2.127 0.186
O: 0.204 3.687 0.102
N: -0.245 0.333 0.520
N: -2.010 -1.260 0.367
N: 0.156 -1.988 0.213
N: 2.644 -0.789 0.539
N: -0.700 -3.035 0.090
C: -0.684 -0.920 0.371
C: -1.961 -2.600 0.167
C: -0.708 4.322 -0.795
H: -2.862 -3.222 0.078
H: 0.558 0.591 -0.048
H: -0.798 3.738 -1.714
H: -0.322 5.309 -1.035
H: 2.225 -3.079 1.191
H: 2.298 -2.639 -1.091
H: -0.149 2.818 0.305
H: 3.253 -0.529 -0.242
H: -1.688 4.424 -0.324
H: -0.455 -4.010 -0.055
H: -0.672 0.976 1.176

Results
**Maximum force**: 3.01 eV Å⁻¹
**Gap between HOMO and LUMO**: 8.85 eV
**Molar mass**: 164.1 g/mol
**DFT total energy**: -810.95868 hartree
**Net charge**: +1

From a natural (NBO) analysis of the wavefunction, the atomic charges in e read: atom 1 (P): 1.403, atom 2 (O): -0.709, atom 3 (N): -0.788, atom 4 (N): -0.425, atom 5 (N): -0.486, atom 6 (N): -1.230, atom 7 (N): -0.343, atom 8 (C): 0.595, atom 9 (C): 0.278, atom 10 (C): -0.250, atom 11 (H): 0.264, atom 12 (H): 0.444, atom 13 (H): 0.161, atom 14 (H): 0.199, atom 15 (H): -0.009, atom 16 (H): -0.005, atom 17 (H): 0.434, atom 18 (H): 0.402, atom 19 (H): 0.169, atom 20 (H): 0.454, atom 21 (H): 0.442

=====

Density functional theory data (ωB97M-V with the def2-TZVPD basis set) for a cluster of 2 separate species, C3H11NO in total in a non-equilibrium geometry.

Element x y z (Å)
O: 0.242 -1.354 -0.960
N: -0.403 0.362 0.740
C: -1.847 0.253 0.608
C: 0.160 1.627 0.284
C: 1.599 -1.641 -1.036
H: 0.042 -0.650 -0.235
H: -0.173 1.807 -0.736
H: 2.026 -1.341 -1.997
H: 1.770 -2.715 -0.912
H: -2.141 -0.774 0.811
H: 1.245 1.533 0.255
H: -0.093 2.492 0.896
H: -2.116 0.481 -0.420
H: 2.184 -1.139 -0.251
H: -0.102 0.137 1.677
H: -2.392 0.922 1.275

Results
**Structure (SMILES)**: CNC.CO
**Maximum force**: 1.26 eV Å⁻¹
**Gap between HOMO and LUMO**: 9.95 eV
**Molar mass**: 77.1 g/mol
**DFT total energy**: -250.85340 hartree
**Relative energy (zero: lowest compared OMol25 entry of this formula, charge and spin)**: 27.1 kcal per mole

From a natural (NBO) analysis of the wavefunction, the atomic charges in e read: atom 1 (O): -0.797, atom 2 (N): -0.620, atom 3 (C): -0.415, atom 4 (C): -0.416, atom 5 (C): -0.235, atom 6 (H): 0.472, atom 7 (H): 0.206, atom 8 (H): 0.152, atom 9 (H): 0.157, atom 10 (H): 0.214, atom 11 (H): 0.206, atom 12 (H): 0.180, atom 13 (H): 0.206, atom 14 (H): 0.138, atom 15 (H): 0.373, atom 16 (H): 0.178